(1)
# C4H6O2

A single C4H6O2 molecule (ωB97M-V/def2-TZVPD, the OMol25 dataset).

## Properties
* Kohn-Sham gap: 10.98 eV
* largest force on an atom: 2.5 eV Å⁻¹
* molecular weight: 86.09 g mol⁻¹
* ΔE to the lowest compared entry with this formula, charge and spin: 2.922 eV
* energy: -306.398915 Ha

```
12
Properties=species:S:1:pos:R:3:lowdin_charge:R:1
O 0.57365 -1.72310 -0.83342 -0.012
O -0.29170 1.43181 1.51736 0.054
C -0.13923 1.73294 0.35634 -0.248
C -0.34303 -1.65253 0.23527 -0.134
C 0.63246 -0.56841 -0.02933 -0.318
C 0.17325 0.70786 -0.69755 -0.102
H -0.75697 0.47996 -1.24230 0.135
H -1.37775 -1.35686 0.14130 0.116
H -0.22874 2.78840 0.02945 0.122
H -0.10196 -2.39285 1.00651 0.123
H 1.02229 -0.59828 0.97636 0.137
H 0.83773 1.15105 -1.46001 0.128
```

---

(2)
# C4H6O2

A single C4H6O2 molecule (ωB97M-V/def2-TZVPD, the OMol25 dataset).

## Properties
* Kohn-Sham gap: 9.56 eV
* largest force on an atom: 1.1 eV Å⁻¹
* molecular weight: 86.09 g mol⁻¹
* ΔE to the lowest compared entry with this formula, charge and spin: 4.581 eV
* energy: -306.337932 Ha

```
12
Properties=species:S:1:pos:R:3:lowdin_charge:R:1
O -0.41345 -1.70487 -0.02183 0.029
O 2.28098 0.02364 0.61289 0.079
C -0.17318 -0.33897 -0.12236 -0.430
C 0.94970 0.31095 -1.46673 0.153
C -1.00292 0.49750 0.83372 -0.007
C 1.37805 0.07393 -0.18779 -0.459
H -2.05284 0.21304 0.76807 0.088
H -0.64912 0.31430 1.84902 0.094
H 0.69372 1.28678 -1.86868 0.087
H -0.51388 -0.07860 -1.22741 0.157
H -0.90164 1.55856 0.60941 0.091
H 0.40459 -2.15625 0.22170 0.117
```

---

(3)
# C8H28N4O6

A 6-piece molecular cluster, C8H28N4O6 overall (ωB97M-V/def2-TZVPD, the OMol25 dataset).

## Properties
* Kohn-Sham gap: 8.63 eV
* largest force on an atom: 9.4 eV Å⁻¹
* molecular weight: 276.33 g mol⁻¹
* ΔE to the lowest compared entry with this formula, charge and spin: 4.055 eV
* energy: -991.984484 Ha

```
46
Properties=species:S:1:pos:R:3:lowdin_charge:R:1
O -2.18530 -2.80772 2.30752 -0.160
O 0.83570 -2.09972 -1.01948 -0.053
O 0.39370 -0.21972 0.68152 -0.209
O -2.20730 -1.21972 0.15752 -0.077
O 1.23770 1.86328 -2.70848 -0.082
O -1.36030 1.67628 1.59152 -0.086
N 0.17170 -1.04272 -3.02948 0.175
N -1.47330 0.33628 -1.33948 0.122
N 1.70470 -2.61272 -3.05148 0.143
N -3.34130 -0.61772 -1.86848 0.166
C -1.40230 1.52128 2.98952 -0.337
C 2.92570 2.52728 -1.09048 -0.074
C 0.86070 -1.88672 -2.34648 -0.619
C 1.41870 0.08328 1.52052 -0.159
C -2.33930 -0.56572 -1.05248 -0.618
C 1.69070 1.70228 -1.36548 -0.318
C -0.59930 2.63628 3.58852 -0.100
C -0.79930 -3.18072 2.16952 -0.137
H -1.63930 1.10328 -1.99848 0.146
H -0.63430 -3.74972 3.08152 0.073
H -0.66930 1.05328 1.33852 0.009
H 1.86570 0.65228 -1.33748 0.084
H 1.19470 -0.49372 2.39252 0.074
H -0.27130 -2.27172 2.21252 0.035
H -2.46530 1.63828 3.29252 0.120
H -0.69230 -3.78572 1.26552 0.086
H -0.45830 -0.46672 -2.51048 0.030
H 2.50970 -3.02472 -2.59048 0.119
H 0.54670 -0.88072 0.00452 0.003
H 1.45770 1.11028 1.81652 0.067
H 0.89270 1.93228 -0.65348 0.109
H -3.23630 -0.11972 -2.78948 0.138
H -2.39930 -2.70872 1.36952 0.017
H -4.13530 -1.27672 -1.79348 0.141
H -0.61230 2.43428 4.66552 0.070
H -1.12730 0.54828 3.36752 0.112
H 0.08970 -0.97472 -4.10448 0.180
H 3.39470 2.33728 -0.10248 0.081
H 3.71870 2.47328 -1.89648 0.095
H 2.65070 3.55428 -1.09848 0.057
H -0.69230 0.40228 -0.57448 0.126
H 2.42770 -0.26772 1.14852 0.118
H -0.99830 3.69328 3.46752 0.098
H 1.72870 -2.71672 -4.09448 0.135
H 0.41570 2.53628 3.22252 0.051
H 1.60670 1.17528 -3.23548 0.050
```

---

(4)
# C22H24N3

A 2-piece molecular cluster, C22H24N3 overall (ωB97M-V/def2-TZVPD, the OMol25 dataset).

## Properties
* Kohn-Sham gap: 6.17 eV
* largest force on an atom: 2.3 eV Å⁻¹
* molecular weight: 330.45 g mol⁻¹
* net charge: +1
* ΔE to the lowest compared entry with this formula, charge and spin: 0.377 eV
* energy: -1016.777417 Ha

```
49
Properties=species:S:1:pos:R:3:lowdin_charge:R:1
N 0.70052 0.60798 2.39876 0.073
N 0.00805 -1.46228 2.70340 0.122
N 2.57638 3.07181 -2.17920 -0.049
C -0.14050 6.67744 3.53651 -0.258
C 1.09187 -0.66492 2.54237 -0.397
C 3.44718 6.71446 -2.48274 -0.050
C 1.45625 5.34309 2.31552 -0.033
C -1.18450 5.86890 3.06502 -0.016
C 1.79450 2.59471 -1.17517 0.086
C -0.40680 7.88349 4.36039 -0.043
C 1.48209 3.64825 -0.27573 -0.108
C 2.79827 4.45605 -2.01194 -0.151
C -2.44174 -1.35474 2.79705 -0.044
C -0.69010 0.59963 2.49230 -0.110
C 2.07782 4.86695 -0.87024 -0.096
C 3.04168 2.30134 -3.31654 0.016
C 0.41175 4.51800 1.81351 -0.206
C -0.91428 4.77728 2.25392 0.001
C 2.00929 6.21807 -0.56495 -0.003
C 3.47248 5.34788 -2.83597 0.009
C 1.17673 6.39304 3.17473 -0.025
C 2.43814 -1.26604 2.63790 -0.022
C 2.71745 7.14251 -1.36283 -0.046
C -1.13464 -0.69555 2.67545 -0.314
C 0.68183 3.48182 0.85584 0.104
H 1.41751 6.52161 0.29273 0.103
H -1.28764 1.50345 2.43805 0.091
H 4.00816 4.96579 -3.70079 0.108
H 1.98333 7.02878 3.54618 0.130
H 4.00626 7.45573 -3.06330 0.116
H -3.19564 -0.56324 2.83547 0.083
H -2.53474 -1.96521 3.70928 0.088
H 3.60407 3.00480 -3.93020 0.082
H -1.47286 7.97147 4.55851 0.080
H 0.05240 -2.46946 2.87686 0.178
H -2.67990 -2.02345 1.95234 0.089
H 3.68017 1.45932 -3.02317 0.110
H 1.50575 1.54246 -1.05866 0.165
H 2.52972 -1.86421 3.54790 0.086
H -1.69648 4.08986 1.91571 0.120
H -0.07872 8.80410 3.86496 0.096
H 2.63382 -1.94311 1.80261 0.081
H 2.69464 8.20078 -1.07752 0.116
H -2.20992 6.12047 3.34825 0.123
H 0.12511 7.84608 5.31529 0.095
H 3.15700 -0.45211 2.64142 0.080
H 2.48450 5.13529 2.01727 0.132
H 2.21717 1.88135 -3.90713 0.111
H 0.22815 2.49006 1.00920 0.095
```

---

(5)
# C28H23N3O4RuSSe

C28H23N3O4RuSSe as an isolated structure (ωB97M-V/def2-TZVPD, the OMol25 dataset).

## Properties
* Kohn-Sham gap (alpha / beta): 6.88 / 6.76 eV
* largest force on an atom: 0.8 eV Å⁻¹
* molecular weight: 677.61 g mol⁻¹
* spin multiplicity: 2
* net charge: -1
* ΔE to the lowest compared entry with this formula, charge and spin: 0.127 eV
* energy: -4440.604922 Ha

```
61
Properties=species:S:1:pos:R:3:lowdin_charge:R:1
Ru -0.27402 -0.01655 0.02494 1.233
Se 2.63314 3.31171 -2.48631 0.385
S -0.94810 -1.66703 -2.34561 1.016
O 0.77930 -1.80782 -0.05902 -0.216
O -1.19840 1.62722 0.60442 -0.216
O -1.63471 -0.42898 -1.82495 -0.550
O 4.44443 -1.76612 1.99656 0.048
N 1.02707 1.10743 -1.33441 -0.006
N 2.10582 -0.71008 1.45711 0.072
N 1.19378 0.32060 1.26203 -0.146
C 4.43207 -5.10476 0.61524 -0.102
C -1.60976 -1.07362 1.17692 -0.252
C 0.38492 -1.14414 -3.40772 -0.394
C 2.73172 -2.90010 0.72493 -0.071
C -1.15222 3.95735 0.78155 -0.020
C -3.72624 -3.29849 -5.56513 -0.093
C 3.17102 -5.17967 0.03064 -0.106
C 2.33988 -4.07655 0.08722 -0.035
C 2.59731 -1.51613 -4.21631 -0.073
C -1.82348 -3.57990 -4.12300 -0.081
C 4.84227 -3.95356 1.25780 -0.026
C -2.03764 -2.30446 -3.62450 -0.357
C 0.73326 2.67538 1.58679 -0.155
C -3.09556 -1.52667 -4.06455 -0.064
C 0.69330 5.08757 1.85112 -0.114
C 1.80971 -1.73810 0.70006 -0.423
C -2.66947 -4.07342 -5.10369 -0.086
C 3.99729 -2.84434 1.33534 -0.275
C -0.54764 5.11664 1.21361 -0.100
C 1.31598 3.87132 2.02614 -0.058
C 0.32425 0.08701 -4.04073 -0.087
C 1.49611 1.46239 1.76350 -0.064
C 1.50798 -1.94965 -3.47184 -0.083
C -0.54153 2.70262 0.96384 -0.350
C 1.41875 0.51366 -4.77114 -0.089
C 2.55135 -0.28775 -4.85762 -0.075
C -3.94053 -2.03035 -5.04374 -0.077
C 1.64981 1.98779 -1.76936 -0.922
H 5.81917 -3.88069 1.71770 0.111
H 2.43118 1.51894 2.31411 0.129
H -2.11100 3.97269 0.28007 0.110
H 3.49432 -2.12041 -4.25753 0.102
H -2.59373 -0.68101 0.90109 -0.012
H -1.04325 6.06628 1.04689 0.095
H -1.56053 -2.13712 0.92562 -0.014
H 5.10179 -5.95536 0.56980 0.095
H 3.41688 0.06760 -5.40144 0.104
H -4.38816 -3.68863 -6.32772 0.098
H 1.16628 6.00215 2.18243 0.089
H 2.29268 3.82452 2.49497 0.106
H -1.48182 -0.96733 2.25803 -0.010
H 1.54976 -2.87688 -2.91249 0.103
H -0.54520 0.71708 -3.90437 0.119
H 2.84460 -6.08711 -0.46021 0.091
H 1.40893 1.48994 -5.23552 0.098
H -2.50969 -5.06701 -5.50235 0.101
H 1.35584 -4.09282 -0.36364 0.109
H -4.77045 -1.43185 -5.39726 0.103
H -1.00067 -4.17855 -3.74984 0.110
H 3.71363 -1.09204 1.97798 0.068
H -3.24395 -0.54736 -3.62739 0.110
```

---

(6)
# C9H13N2O

An isolated ion of composition C9H13N2O and charge +1 (ωB97M-V/def2-TZVPD, the OMol25 dataset).

## Properties
* Kohn-Sham gap: 10.16 eV
* largest force on an atom: 4.9 eV Å⁻¹
* molecular weight: 165.22 g mol⁻¹
* net charge: +1
* ΔE to the lowest compared entry with this formula, charge and spin: 1.816 eV
* energy: -535.220234 Ha

```
25
Properties=species:S:1:pos:R:3:lowdin_charge:R:1
O -2.03656 0.27422 1.74305 -0.030
N 0.33463 1.46638 1.94736 0.155
N -1.02203 -1.19931 0.35384 -0.057
C 0.79018 1.35651 -2.50917 -0.058
C -0.45444 0.72061 -2.67273 -0.037
C 0.90934 0.68099 -0.18873 -0.149
C -2.02569 -0.86968 1.17086 -0.205
C 1.35021 1.40929 -1.29346 -0.046
C 1.49961 0.85330 1.15704 -0.070
C -0.26688 -0.13628 -0.40982 -0.085
C -0.90558 -0.05657 -1.66643 -0.051
C -0.99600 -2.59763 -0.19315 0.022
H 1.17070 1.96438 -3.27843 0.107
H -0.31905 -3.22525 0.20847 0.056
H -0.69229 -2.46487 -1.22612 0.092
H 0.02191 2.30102 1.58670 0.113
H -2.84057 -1.50238 1.33918 0.138
H -1.99652 -2.98241 -0.26482 0.101
H -1.89919 -0.53923 -1.67599 0.144
H 0.65021 1.62144 2.95351 0.192
H 1.72747 -0.04062 1.73397 0.137
H 2.10020 2.17953 -1.29587 0.127
H 2.33260 1.54310 1.13530 0.130
H -0.62400 0.84352 1.87041 0.115
H -1.08980 0.83488 -3.63583 0.158
```

---

(7)
# C25H67NO8Si2

C25H67NO8Si2 as an isolated structure (ωB97M-V/def2-TZVPD, the OMol25 dataset).

## Properties
* Kohn-Sham gap: 10.08 eV
* largest force on an atom: 0.5 eV Å⁻¹
* molecular weight: 565.98 g mol⁻¹
* ΔE to the lowest compared entry with this formula, charge and spin: 0.000 eV
* energy: -2228.479924 Ha

```
103
Properties=species:S:1:pos:R:3:lowdin_charge:R:1
Si 7.86294 -1.99612 -0.61602 0.533
Si 4.98774 -1.88677 -1.11216 0.491
O 2.25027 -0.05617 0.14585 0.069
O -5.61384 0.35750 3.62037 -0.061
O -4.69706 2.88355 -0.45445 -0.064
O 4.63981 -4.65679 -3.19571 -0.087
O 0.05434 3.74300 -3.07418 -0.073
O -9.46849 -0.37296 5.86662 -0.070
O 3.45039 3.39603 -2.77800 -0.063
O 6.55241 -1.71419 -1.60334 -0.409
N 4.46705 -0.39679 -0.36533 -0.180
C 8.14096 1.11123 -0.26846 -0.123
C -5.43587 0.65897 0.16404 -0.062
C 2.87420 5.23670 -4.20791 -0.060
C 7.57805 0.40770 0.96879 -0.273
C 3.72541 3.99114 -4.04505 -0.494
C 4.37364 0.71731 -1.33188 -0.108
C -5.24269 1.66417 -0.95847 -0.503
C -0.87894 3.73636 -1.98623 -0.482
C -10.36686 -0.40976 6.97675 -0.501
C -6.97036 -1.64549 3.70949 -0.056
C -10.87646 -1.82322 7.20693 -0.062
C -1.41549 2.33799 -1.74124 -0.053
C -2.00040 4.72898 -2.24100 -0.056
C -5.57923 -1.05031 3.85146 -0.500
C 7.82299 -1.11452 1.03542 -0.471
C -6.53669 1.92808 -1.71252 -0.062
C 3.56920 -1.13369 1.81860 -0.013
C 3.47835 2.99342 -5.16665 -0.058
C 3.97231 -5.55804 -4.07741 -0.501
C -11.50442 0.57915 6.78085 -0.062
C 9.19637 -1.41400 1.68016 -0.140
C 4.48678 -6.97652 -3.89042 -0.063
C -4.97399 -1.35631 5.21224 -0.060
C 3.33538 -0.49175 0.46813 -0.559
C 4.10277 -5.09281 -5.51891 -0.062
H 2.92426 -5.51107 -3.77610 0.138
H -3.97707 -0.92347 5.29323 0.079
H 9.15927 -1.23495 2.75920 0.078
H 8.05366 0.86004 1.85209 0.107
H 4.17628 -2.14436 -2.30833 0.004
H 5.57653 -4.65918 -3.42310 0.088
H 3.71263 3.42562 -6.14090 0.078
H 8.04580 2.19651 -0.14982 0.077
H -10.04399 -2.51134 7.35198 0.079
H -2.09544 2.33123 -0.88876 0.072
H -7.63359 -1.21978 4.46620 0.056
H -6.95542 -2.72855 3.84219 0.082
H 3.72084 -4.07815 -5.62851 0.079
H -2.56315 4.43874 -3.13330 0.082
H -1.59853 5.72928 -2.40512 0.078
H 4.63667 -1.23296 2.02934 0.059
H -11.11505 1.58497 6.62547 0.079
H 2.50640 3.18563 -2.76012 0.072
H 3.49566 0.65803 -1.97757 0.077
H 9.54388 -2.43953 1.50668 0.060
H 3.05514 5.93670 -3.39217 0.082
H -2.69587 4.75531 -1.40220 0.074
H -6.18090 0.75114 4.29311 0.088
H -4.48863 1.29346 -1.65589 0.128
H 5.27764 0.72536 -1.95007 0.073
H 7.95887 -3.45975 -0.39692 -0.011
H 6.50913 0.62711 1.05126 0.088
H 3.10832 -2.12486 1.84555 0.085
H 9.95178 -0.73427 1.26672 0.074
H -4.90243 -2.43179 5.38005 0.079
H 4.08686 2.09948 -5.02623 0.076
H 3.05590 5.74831 -5.15486 0.079
H -5.80628 -0.29345 -0.21959 0.082
H 3.10986 -0.50106 2.58048 0.088
H -4.49684 0.48316 0.68813 0.081
H 4.35073 1.66646 -0.79016 0.092
H -1.96780 1.98881 -2.61980 0.081
H 9.06878 -1.56234 -1.35273 -0.003
H -12.16935 0.59216 7.64512 0.080
H 4.86400 -2.98993 -0.13582 0.011
H -0.60313 1.63493 -1.55419 0.080
H -5.32564 3.25177 0.17585 0.089
H -7.28879 2.34264 -1.03519 0.081
H -6.15145 1.03412 0.89982 0.076
H -9.76136 -0.10013 7.83029 0.137
H -6.93733 1.00926 -2.14276 0.079
H 3.94828 -7.67983 -4.52688 0.079
H 5.54863 -7.02917 -4.14738 0.081
H -6.37375 2.64727 -2.51538 0.077
H 2.42790 2.68924 -5.16970 0.077
H -7.38338 -1.42101 2.72503 0.077
H 1.82956 4.92801 -4.16264 0.056
H -4.92805 -1.44461 3.06879 0.134
H 9.20824 0.90241 -0.40317 0.068
H -11.44897 -2.16380 6.33946 0.081
H -0.41925 3.46491 -3.86609 0.090
H 3.55465 -5.74807 -6.19712 0.079
H -5.59612 -0.92884 6.00351 0.081
H -12.09472 0.30578 5.90161 0.081
H -0.29597 4.05726 -1.12152 0.141
H -11.52557 -1.87140 8.08194 0.080
H 4.37585 -7.28974 -2.85254 0.078
H -9.96091 -0.63902 5.08196 0.085
H 7.59966 0.83768 -1.17963 0.053
H 5.15394 -5.09219 -5.82117 0.081
H 7.04257 -1.56973 1.66013 0.091
H 4.78598 4.25050 -4.02208 0.135
```